Record 1
{
  "formula": "C11H16N2O4S",
  "method": "ωB97M-V/def2-TZVPD",
  "e_homo_ha": -0.3140,
  "e_tot_ev": -33673.54474,
  "gap_ha": 0.326,
  "total_charge": 0,
  "e_lumo_ha": 0.01235,
  "fmax_ev_per_a": 0.8,
  "spin_multiplicity": 1,
  "species": ["C", "C", "C", "C", "C", "C", "C", "O", "N", "C", "S", "C", "C", "O", "O", "N", "C", "O", "H", "H", "H", "H", "H", "H", "H", "H", "H", "H", "H", "H", "H", "H", "H", "H"],
  "xyz": [[-4.514424, -0.512144, -1.338839], [-4.331970, 0.323927, -0.076292], [-3.459103, -0.365302, 0.982595], [-2.020982, 0.149962, 1.030191], [-1.235869, -0.125460, -0.256955], [0.177261, 0.356696, -0.126961], [1.215821, -0.468918, 0.202572], [1.040722, -1.782336, 0.415274], [2.500091, -0.041189, 0.338436], [2.747192, 1.213610, 0.149221], [4.402656, 1.751977, 0.298614], [5.155792, 0.125402, 0.575075], [4.697663, -0.843356, -0.495660], [4.561709, -0.581581, -1.655971], [4.543623, -2.077104, 0.001797], [1.799769, 2.111836, -0.157305], [0.438575, 1.758737, -0.324094], [-0.358685, 2.625546, -0.607247], [-5.015935, -1.449128, -1.103711], [-3.558516, -0.743941, -1.800076], [-5.121965, 0.025990, -2.063526], [-5.319980, 0.524195, 0.344262], [-3.890394, 1.287221, -0.336955], [-3.896786, -0.204948, 1.970529], [-3.449447, -1.442420, 0.802636], [-1.502651, -0.328647, 1.865442], [-2.027445, 1.226840, 1.209959], [-1.700740, 0.415714, -1.081129], [-1.235285, -1.195256, -0.467771], [1.897619, -2.161974, 0.657062], [4.890474, -0.243323, 1.563973], [6.233243, 0.274254, 0.499069], [4.302436, -2.691454, -0.710582], [2.035533, 3.086575, -0.303643]],
  "forces_ev_per_a": [[-0.1, 0.2, 0.1], [0.0, -0.2, 0.0], [0.1, 0.3, 0.1], [-0.1, -0.3, -0.1], [0.1, 0.2, 0.3], [-0.1, -0.5, 0.0], [-0.1, 0.8, -0.2], [-0.2, -0.1, 0.0], [-0.1, 0.1, 0.2], [0.0, -0.5, 0.2], [0.4, 0.1, 0.0], [-0.4, 0.3, 0.0], [0.2, 0.0, -0.4], [0.1, 0.0, -0.1], [0.1, -0.7, 0.4], [0.1, 0.2, 0.0], [0.4, -0.3, 0.1], [-0.3, 0.2, -0.1], [0.0, -0.1, 0.0], [0.1, -0.1, -0.1], [0.0, 0.0, -0.1], [0.0, 0.1, 0.0], [0.0, 0.1, 0.0], [0.0, -0.1, 0.0], [0.0, -0.1, 0.1], [0.1, 0.1, 0.0], [0.0, 0.0, 0.1], [0.0, -0.1, -0.1], [-0.1, 0.0, -0.1], [0.0, 0.1, 0.0], [0.1, 0.0, -0.1], [0.0, 0.0, 0.0], [0.1, 0.3, -0.1], [-0.1, -0.1, 0.0]]
}

Record 2
{
  "formula": "C11H16N2Si",
  "method": "ωB97M-V/def2-TZVPD",
  "e_homo_ha": -0.3117,
  "e_tot_ev": -22524.66954,
  "gap_ha": 0.341,
  "total_charge": 0,
  "e_lumo_ha": 0.02901,
  "fmax_ev_per_a": 1.0,
  "spin_multiplicity": 1,
  "species": ["C", "C", "C", "C", "C", "C", "C", "C", "C", "C", "N", "N", "Si", "C", "H", "H", "H", "H", "H", "H", "H", "H", "H", "H", "H", "H", "H", "H", "H", "H"],
  "xyz": [[-3.942599, 0.153777, -0.361661], [-2.736375, 0.472144, 0.461443], [-1.459193, 0.590431, 0.090029], [-0.826234, 0.436356, -1.214089], [-1.517345, 0.278326, -2.416988], [-0.847722, 0.066638, -3.607838], [0.534339, -0.002847, -3.632973], [1.242786, 0.183709, -2.459162], [0.578985, 0.423469, -1.266774], [1.397831, 0.662686, -0.045099], [1.427988, 1.961081, 0.359824], [2.004963, -0.298466, 0.501424], [3.048329, -0.483133, 1.839385], [2.396224, -1.981080, 2.795213], [-4.791568, -0.054462, 0.285150], [-3.771871, -0.717134, -0.992100], [-4.206689, 0.996530, -1.001163], [-2.945610, 0.622745, 1.513271], [-0.754021, 0.794753, 0.885458], [-2.590821, 0.333181, -2.434085], [-1.411772, -0.052649, -4.521733], [1.056156, -0.190696, -4.559141], [2.321621, 0.147600, -2.457616], [0.874878, 2.660516, -0.102831], [1.951904, 2.210100, 1.180291], [3.166825, 0.647894, 2.792456], [4.384433, -0.729478, 1.288311], [3.035709, -2.203821, 3.643727], [1.390837, -1.815001, 3.170358], [2.368197, -2.860105, 2.159991]],
  "forces_ev_per_a": [[0.1, 0.0, 0.0], [0.1, 0.1, 0.1], [-0.3, 0.0, 0.4], [0.3, 0.0, -0.3], [0.0, 0.0, 0.0], [0.0, 0.0, -0.1], [0.0, 0.0, 0.0], [0.0, 0.0, 0.0], [-0.3, 0.0, -0.3], [0.0, 0.0, -0.1], [0.1, 0.3, 0.0], [0.1, -0.1, 0.0], [-0.5, -0.9, 0.3], [0.4, 0.4, -0.2], [-0.1, 0.0, 0.0], [-0.1, 0.0, -0.1], [-0.1, 0.0, -0.1], [0.1, 0.0, 0.1], [-0.1, 0.0, 0.1], [-0.1, 0.0, 0.0], [0.0, 0.0, -0.1], [0.0, 0.0, -0.1], [0.1, 0.0, 0.0], [0.0, 0.0, 0.0], [0.0, 0.1, 0.0], [-0.1, 0.3, 0.0], [0.3, -0.1, 0.0], [0.1, 0.0, 0.2], [-0.2, 0.1, 0.0], [0.0, -0.1, -0.2]]
}

Record 3
{
  "formula": "C11H16N3",
  "method": "ωB97M-V/def2-TZVPD",
  "e_homo_ha": -0.4550,
  "e_tot_ev": -16126.65284,
  "gap_ha": 0.289,
  "total_charge": 1,
  "e_lumo_ha": -0.16587,
  "fmax_ev_per_a": 5.9,
  "spin_multiplicity": 1,
  "species": ["C", "C", "C", "C", "C", "C", "C", "N", "C", "C", "C", "C", "N", "N", "H", "H", "H", "H", "H", "H", "H", "H", "H", "H", "H", "H", "H", "H", "H", "H"],
  "xyz": [[0.234692, -1.279950, -1.389098], [1.368602, -1.098743, -0.384814], [2.293609, -2.333772, -0.269576], [1.656113, 0.055104, 0.236148], [2.794513, 0.226151, 1.243788], [0.756930, 1.219455, 0.284692], [1.462486, 2.523358, 0.240563], [-0.545806, 1.339610, 0.161830], [-1.814593, 0.649114, 0.188799], [-2.882043, 0.821961, -0.731376], [-3.995219, -0.003977, -0.477570], [-4.081443, -0.772173, 0.604104], [-3.037047, -0.965222, 1.366023], [-2.019643, -0.265719, 1.245419], [0.423233, -2.089470, -2.200654], [-0.446768, -1.805867, -0.776793], [-0.375140, -0.429685, -1.697668], [2.073720, -2.949655, -1.176737], [3.302675, -1.816813, -0.385578], [2.313588, -2.833116, 0.681241], [3.740373, 0.059142, 0.818406], [2.792966, 1.070312, 1.803128], [2.600669, -0.615915, 1.960953], [2.261778, 2.454130, -0.610329], [0.641395, 3.249594, -0.048821], [1.900476, 2.926203, 1.073531], [-0.749730, 2.371793, 0.066266], [-2.864719, 1.501079, -1.529772], [-4.874350, 0.159407, -1.074438], [-4.931329, -1.366326, 0.778321]],
  "forces_ev_per_a": [[0.6, -1.3, -0.2], [-0.1, -1.2, -1.5], [0.6, 2.6, -2.0], [-1.4, 1.3, 1.8], [-1.6, -4.2, -0.6], [1.1, -1.5, -1.0], [-1.2, 0.7, -4.2], [-1.6, 2.5, -0.2], [-2.1, -2.7, 0.8], [1.6, -1.4, 2.3], [-0.2, 3.0, -1.8], [0.0, -1.0, -0.6], [-1.2, -1.3, 2.2], [4.8, 2.8, -1.8], [0.1, 1.9, 1.1], [-1.3, -1.0, 0.9], [0.8, 0.1, -0.4], [0.5, 0.1, 1.2], [-0.8, -1.2, 0.0], [-0.4, -0.3, 0.3], [1.3, -0.1, -0.6], [-0.1, 2.7, 1.4], [0.5, 0.7, -0.3], [-1.4, 0.3, 1.6], [1.5, -0.2, 0.1], [1.1, 0.5, 2.3], [0.0, -1.6, 0.2], [0.1, 0.7, -1.1], [-0.1, -0.2, -0.4], [-0.9, -0.6, 0.4]]
}

Record 4
{
  "formula": "C11H16NO",
  "method": "ωB97M-V/def2-TZVPD",
  "e_homo_ha": [-0.4516, -0.4516],
  "e_tot_ev": -15194.98357,
  "gap_ha": [0.265, 0.265],
  "total_charge": 1,
  "e_lumo_ha": [-0.18672, -0.18673],
  "fmax_ev_per_a": 4.0,
  "spin_multiplicity": 1,
  "species": ["C", "C", "C", "C", "C", "C", "C", "C", "C", "C", "C", "N", "O", "H", "H", "H", "H", "H", "H", "H", "H", "H", "H", "H", "H", "H", "H", "H", "H"],
  "xyz": [[1.719996, 2.235265, 1.554744], [0.862301, 2.862418, 0.625270], [1.574441, 0.912879, 1.881520], [-0.197075, 2.274829, -0.007114], [0.608760, 0.235983, 1.110665], [-0.375441, 0.901289, 0.318772], [0.624093, -1.184132, 1.029336], [0.128519, -1.846944, -0.051573], [-1.534682, 0.190845, -0.081436], [-2.340646, 0.584153, -1.213054], [-2.260832, -0.631794, 0.854998], [2.543624, -1.641231, -2.426479], [-0.134258, -3.115786, 0.136282], [2.489715, 2.741747, 2.040933], [1.129585, 3.975576, 0.467286], [2.274251, 0.415193, 2.553777], [-0.872718, 2.923494, -0.598998], [0.974056, -1.770908, 1.802422], [0.020081, -1.447393, -1.044086], [-3.026421, -0.182317, -1.720887], [-1.751531, 0.977405, -1.958216], [-2.907502, 1.312703, -0.785288], [-2.394047, -1.630644, 0.395456], [-3.389400, -0.414393, 1.164208], [-1.745490, -0.775099, 1.796742], [3.140424, -2.292901, -2.898869], [2.819485, -1.567133, -1.441857], [2.600891, -0.721773, -2.834863], [-0.580179, -3.321332, -0.669691]],
  "forces_ev_per_a": [[-1.1, -1.3, -0.1], [1.1, 3.1, -0.2], [-0.3, 0.5, -0.9], [0.5, 0.4, 0.2], [0.1, -1.0, 0.5], [-0.1, -0.1, -0.7], [-0.8, 1.6, -1.9], [0.9, 1.2, 1.5], [0.0, 0.4, 1.0], [-0.2, -2.9, -1.7], [-2.5, -2.4, 1.9], [-0.7, 0.2, 1.1], [-0.4, -0.4, -0.3], [1.1, 1.2, 0.4], [-0.9, -1.9, 0.1], [-0.4, 0.0, -0.2], [0.4, -0.9, 0.3], [0.8, -1.1, 1.7], [0.0, 0.3, -0.3], [1.0, 0.8, 1.3], [1.2, 1.2, -1.8], [-2.2, 2.4, 0.8], [-0.1, 0.2, 0.3], [2.3, 0.5, -1.2], [0.1, -0.1, 0.1], [0.3, -0.1, -0.2], [0.1, -0.1, -0.6], [0.2, 0.0, -0.2], [-0.5, -1.6, -1.0]]
}

Record 5
{
  "formula": "C11H16NO2",
  "method": "ωB97M-V/def2-TZVPD",
  "e_homo_ha": -0.4758,
  "e_tot_ev": -17242.27770,
  "gap_ha": 0.385,
  "total_charge": 1,
  "e_lumo_ha": -0.09109,
  "fmax_ev_per_a": 6.0,
  "spin_multiplicity": 1,
  "species": ["C", "N", "C", "C", "C", "C", "C", "C", "C", "C", "O", "C", "C", "O", "H", "H", "H", "H", "H", "H", "H", "H", "H", "H", "H", "H", "H", "H", "H", "H"],
  "xyz": [[-2.066571, 1.470305, -0.855327], [-0.807642, 1.257217, -0.173362], [-0.714342, 1.959352, 1.134138], [-0.622451, -0.290076, 0.144786], [1.152409, -0.236920, 0.018770], [1.631076, 0.077267, -1.251750], [3.012783, 0.189598, -1.369752], [3.788854, -0.072523, -0.263439], [3.273278, -0.317788, 0.952839], [1.868858, -0.370341, 1.113989], [-1.114076, -0.978104, -1.008805], [-1.887245, -2.110181, -0.590230], [-2.082095, -1.865928, 0.893034], [-1.224002, -0.701671, 1.227088], [-2.748970, 0.649590, -0.854729], [-2.571244, 2.315836, -0.403995], [-1.929458, 1.775966, -1.904496], [0.013758, 1.336160, -0.804796], [-0.012953, 1.731846, 1.890227], [-0.637154, 2.920378, 0.742770], [-1.709218, 1.944349, 1.573654], [0.828928, -0.053178, -1.953414], [3.301562, 0.258940, -2.429939], [4.904462, -0.171397, -0.285179], [3.808210, -0.616078, 1.869032], [1.484743, -0.631630, 2.033932], [-1.378354, -2.987625, -0.823998], [-2.814357, -2.132975, -1.256141], [-3.004849, -1.530710, 1.215633], [-1.743949, -2.819670, 1.419468]],
  "forces_ev_per_a": [[-1.0, 2.2, -1.3], [0.2, -3.6, 0.9], [-2.0, 0.9, -1.1], [4.5, -0.1, -3.9], [-5.5, 0.0, -0.7], [0.0, -0.8, 1.9], [-1.8, -0.5, -2.3], [3.4, 0.1, -0.4], [-1.9, -0.8, 2.4], [3.1, -0.1, 0.1], [0.6, 0.8, 1.0], [-1.9, 2.0, -1.2], [2.1, -1.6, 0.5], [-0.5, -1.1, 0.8], [0.0, -0.7, 0.3], [-0.1, 0.2, 0.2], [0.3, -0.4, 0.4], [-0.6, 0.9, 0.6], [1.2, -0.8, 0.0], [0.7, 2.3, 0.4], [0.0, -0.4, 0.1], [0.5, 0.4, -1.4], [0.9, 0.2, 0.9], [-1.1, 0.4, -0.6], [0.4, 0.5, -0.9], [-1.0, -0.4, 1.9], [1.1, -1.5, -0.1], [0.9, 0.2, 1.3], [-2.1, 0.1, 0.4], [-0.4, 1.7, -0.1]]
}

Record 6
{
  "formula": "C11H16NO4P",
  "method": "ωB97M-V/def2-TZVPD",
  "e_homo_ha": -0.2836,
  "e_tot_ev": -30632.17496,
  "gap_ha": 0.311,
  "total_charge": 0,
  "e_lumo_ha": 0.02697,
  "fmax_ev_per_a": 1.7,
  "spin_multiplicity": 1,
  "species": ["N", "P", "C", "O", "O", "C", "C", "C", "C", "C", "C", "H", "H", "H", "H", "H", "H", "H", "H", "H", "H", "O", "C", "C", "C", "C", "O", "H", "H", "H", "H", "H", "H"],
  "xyz": [[3.763777, -0.836697, 2.995555], [3.241365, 0.776633, 2.562662], [4.266780, 1.165109, 1.037755], [3.466085, 1.278398, -0.155606], [3.649467, 2.575604, -0.696389], [1.515047, 0.712353, 1.973560], [0.760457, 1.826964, 2.252510], [-0.539855, 1.884750, 1.811811], [-1.058328, 0.822475, 1.119101], [-0.338162, -0.316234, 0.857970], [0.962156, -0.346874, 1.294427], [4.594487, -0.701716, 3.562046], [3.036538, -1.234183, 3.584474], [4.783916, 2.116598, 1.163346], [5.020998, 0.383655, 0.858764], [4.214831, 2.437002, -1.471798], [1.210549, 2.639246, 2.814592], [-1.139126, 2.763405, 2.023802], [-2.086034, 0.903842, 0.769609], [-0.783492, -1.132501, 0.301479], [1.570292, -1.228474, 1.107024], [-1.583595, -3.160931, -1.728858], [-2.461461, -2.396368, -2.000269], [-2.481239, -1.426347, -3.165534], [-3.609210, -0.475912, -2.776052], [-4.508654, -1.375176, -1.941862], [-3.621732, -2.308373, -1.302576], [-2.707619, -1.978626, -4.078667], [-1.528116, -0.913282, -3.258695], [-4.120755, -0.023184, -3.623657], [-3.211890, 0.329049, -2.154869], [-5.218859, -1.935927, -2.553714], [-5.058616, -0.824279, -1.181940]],
  "forces_ev_per_a": [[-0.5, 0.2, -0.7], [0.6, 1.2, 0.9], [-0.3, -0.4, -0.7], [0.1, -0.3, 0.2], [0.0, 0.6, -0.2], [1.2, -0.5, 0.2], [0.3, 0.6, 0.4], [-0.1, 0.7, 0.3], [-1.6, 0.2, -0.5], [-0.1, -0.1, -0.2], [0.6, -1.3, -0.3], [-0.1, -0.2, 0.1], [0.2, -0.2, 0.0], [-0.1, -0.1, 0.2], [-0.1, 0.0, 0.2], [-0.1, -0.3, 0.1], [-0.1, 0.0, 0.0], [0.0, -0.1, -0.1], [0.1, -0.1, 0.0], [0.1, -0.1, 0.1], [0.0, 0.1, -0.1], [-0.2, 0.0, 0.3], [0.3, -0.2, -0.4], [-0.3, 0.5, 0.3], [0.1, 0.1, -0.2], [-0.1, 0.2, -0.1], [0.1, 0.0, 0.0], [0.1, 0.0, 0.0], [0.1, -0.3, -0.1], [-0.1, 0.0, 0.0], [0.0, 0.0, 0.0], [0.0, 0.0, 0.0], [0.0, -0.2, 0.1]]
}